# 1
{"formula": "C25H31N2", "method": "ωB97M-V with the def2-TZVPD basis set", "e_lumo_ev": -4.89, "homo_energy_ev": -9.438, "total_charge": 1, "de_lowest_ev": 1.1164, "homo_lumo_gap_ha": 0.1670, "symbols": ["C", "C", "C", "N", "C", "C", "C", "C", "C", "C", "C", "C", "H", "H", "H", "H", "H", "H", "H", "H", "H", "H", "H", "H", "H", "H", "H", "H", "H", "H", "H", "C", "C", "N", "C", "C", "C", "C", "C", "C", "C", "C", "C", "C", "C", "C", "H", "H", "H", "H", "H", "H", "H", "H", "H", "H", "H", "H"], "coordinates": [[-1.768, -1.802, 4.006], [-0.468, -1.711, 4.789], [0.340, -0.463, 4.436], [0.405, -0.169, 3.019], [1.335, 0.726, 2.567], [1.571, 0.919, 1.220], [2.675, 1.763, 0.707], [3.584, 2.385, 1.785], [2.852, 2.657, 3.096], [2.156, 1.414, 3.634], [-0.661, -0.523, 2.111], [-1.482, -1.748, 2.515], [-2.281, -2.738, 4.242], [-2.421, -0.962, 4.274], [-0.678, -1.687, 5.864], [0.153, -2.593, 4.590], [-0.078, 0.385, 5.012], [1.353, -0.643, 4.832], [1.093, 0.308, 0.446], [3.305, 1.154, 0.032], [2.260, 2.559, 0.067], [4.400, 1.678, 1.972], [4.027, 3.311, 1.408], [3.558, 3.026, 3.846], [2.101, 3.444, 2.946], [1.567, 1.720, 4.518], [2.920, 0.712, 4.005], [-1.351, 0.329, 1.946], [-0.247, -0.782, 1.123], [-0.920, -2.642, 2.210], [-2.414, -1.728, 1.937], [-0.723, 2.424, -1.392], [-1.543, 1.243, -1.655], [-1.300, 0.350, -2.612], [-2.207, -0.674, -2.993], [-3.512, -0.856, -2.586], [-4.217, -1.969, -3.102], [-3.589, -2.845, -4.004], [-2.270, -2.624, -4.441], [-1.582, -1.514, -3.941], [-0.257, -0.991, -4.164], [-0.099, 0.167, -3.354], [1.056, 0.922, -3.380], [2.125, 0.477, -4.180], [2.000, -0.689, -4.949], [0.807, -1.427, -4.955], [-1.351, 3.063, -0.763], [0.205, 2.243, -0.830], [-0.477, 2.971, -2.316], [-2.553, 1.193, -1.247], [-3.956, -0.142, -1.897], [-5.246, -2.151, -2.795], [-4.140, -3.715, -4.370], [-1.758, -3.294, -5.138], [1.113, 1.840, -2.805], [3.049, 1.049, -4.194], [2.849, -1.015, -5.548], [0.690, -2.337, -5.542]], "forces_ev_per_a": [[-0.0341, 0.0166, -0.0779], [0.0568, -0.0018, -0.1928], [-0.2493, -0.0545, 0.9297], [-0.3808, -0.5624, -0.1378], [0.5753, 0.0330, -1.5759], [-0.2830, -0.3920, 1.5431], [0.5673, 0.5606, -0.3941], [-0.0841, -0.2264, -0.0813], [-0.0261, 0.1601, -0.2096], [0.3894, 0.3740, 0.0521], [-0.4556, -0.4390, -0.3407], [0.2559, -0.0708, -0.0263], [-0.0958, 0.1589, 0.0725], [-0.0261, -0.1210, 0.0769], [0.1391, -0.0488, -0.1466], [-0.1611, -0.0132, -0.0059], [0.0471, -0.1408, -0.2221], [-0.3182, 0.2673, -0.2683], [-0.0594, 0.2390, 0.5108], [-0.1666, 0.2265, 0.1502], [0.1259, 0.0963, 0.0170], [-0.0026, 0.1223, 0.0810], [0.0536, -0.1455, 0.0288], [-0.0778, 0.0226, -0.0865], [0.0947, -0.0667, -0.0054], [0.0438, -0.3229, -0.5238], [-0.2016, 0.0854, -0.0782], [0.2481, 0.0506, 0.1370], [-0.0249, 0.2367, 0.3823], [-0.1672, 0.0546, 0.1514], [0.1452, -0.0991, 0.0687], [-0.1570, 0.7858, 0.6933], [-0.0591, -1.2747, -2.6579], [-0.1257, 1.8800, 2.2383], [-0.5974, -1.3163, -0.8914], [-0.1693, -0.3397, -0.1407], [0.6792, 0.3317, -0.0126], [0.1531, 0.1962, 0.0921], [0.0398, 0.3808, 0.3002], [-1.1719, -0.3256, 0.5788], [1.3314, 0.6609, 0.1340], [0.4450, -0.8284, -1.1345], [0.2651, 0.1321, 0.0261], [-0.5736, -0.2019, 0.0624], [-0.0700, 0.2198, 0.2226], [-0.3344, 0.2000, 0.3172], [0.3523, 0.1037, -0.0870], [-0.1619, -0.2310, -0.1195], [-0.1361, -0.2831, 0.2241], [0.3850, -0.2419, 0.1981], [-0.2651, -0.3500, -0.0901], [0.3118, 0.0871, -0.0799], [0.2077, 0.3436, 0.1036], [-0.3964, 0.1766, 0.2184], [0.4126, -0.3123, -0.1847], [-0.2054, -0.1310, -0.0314], [-0.2720, 0.0431, 0.1315], [0.1843, 0.2950, 0.0608]], "mulliken_charge": [-0.71, -0.87, -0.63, 0.21, 1.26, -1.10, -0.57, -0.89, -1.01, -0.51, -0.33, -0.89, 0.35, 0.32, 0.36, 0.37, 0.36, 0.31, 0.36, 0.33, 0.23, 0.31, 0.38, 0.39, 0.34, 0.33, 0.36, 0.22, 0.11, 0.36, 0.35, -1.45, 0.58, 0.36, 0.29, -0.55, -0.79, -0.67, -0.38, 0.51, 0.18, 0.73, -0.35, -0.85, -0.73, -0.37, 0.41, 0.07, 0.53, 0.34, 0.36, 0.41, 0.39, 0.43, 0.23, 0.43, 0.40, 0.44]}



# 2
{"formula": "C25H31N3O5S", "method": "ωB97M-V with the def2-TZVPD basis set", "e_lumo_ev": 0.57, "homo_energy_ev": -8.427, "total_charge": 0, "de_lowest_ev": 0.5167, "homo_lumo_gap_ha": 0.3307, "smiles": "COc1ccccc1CNC(=O)[C@@H]1CCCN(S(=O)(=O)c2ccc3c(c2)C[C@H](C)N3C(C)=O)C1", "symbols": ["C", "O", "C", "C", "C", "C", "C", "C", "C", "N", "C", "O", "C", "C", "C", "C", "N", "S", "O", "O", "C", "C", "C", "C", "C", "C", "C", "C", "C", "N", "C", "C", "O", "C", "H", "H", "H", "H", "H", "H", "H", "H", "H", "H", "H", "H", "H", "H", "H", "H", "H", "H", "H", "H", "H", "H", "H", "H", "H", "H", "H", "H", "H", "H", "H"], "coordinates": [[-7.136, -0.168, -2.210], [-5.816, -0.077, -1.731], [-5.594, -0.221, -0.392], [-6.590, -0.448, 0.550], [-6.266, -0.583, 1.890], [-4.951, -0.498, 2.304], [-3.956, -0.271, 1.368], [-4.257, -0.126, 0.025], [-3.177, 0.124, -0.995], [-2.079, 0.891, -0.454], [-0.817, 0.426, -0.392], [-0.487, -0.657, -0.836], [0.190, 1.359, 0.265], [-0.131, 1.680, 1.728], [1.021, 2.500, 2.307], [1.234, 3.772, 1.480], [1.364, 3.514, 0.068], [2.879, 3.438, -0.633], [2.692, 3.733, -2.023], [3.737, 4.275, 0.151], [3.379, 1.728, -0.490], [3.965, 1.281, 0.678], [4.184, -0.075, 0.882], [3.786, -0.955, -0.113], [3.239, -0.488, -1.316], [3.034, 0.856, -1.515], [2.948, -1.646, -2.219], [3.065, -2.849, -1.266], [1.676, -3.285, -0.798], [3.849, -2.347, -0.131], [4.543, -3.108, 0.766], [4.621, -4.588, 0.458], [5.094, -2.627, 1.734], [0.343, 2.681, -0.508], [-7.573, -1.149, -2.001], [-7.774, 0.614, -1.786], [-7.065, -0.028, -3.288], [-7.624, -0.522, 0.251], [-7.053, -0.758, 2.609], [-4.698, -0.608, 3.348], [-2.924, -0.213, 1.681], [-2.752, -0.825, -1.338], [-3.608, 0.641, -1.858], [-2.305, 1.784, -0.048], [1.145, 0.827, 0.240], [-0.254, 0.756, 2.296], [-1.060, 2.253, 1.802], [0.808, 2.779, 3.340], [1.930, 1.896, 2.296], [2.143, 4.293, 1.781], [0.380, 4.447, 1.622], [4.251, 2.007, 1.423], [4.639, -0.439, 1.788], [2.615, 1.248, -2.427], [1.953, -1.582, -2.656], [3.681, -1.690, -3.028], [3.589, -3.686, -1.734], [1.734, -3.949, 0.061], [1.164, -3.806, -1.603], [1.083, -2.415, -0.525], [5.159, -4.747, -0.475], [3.636, -5.037, 0.377], [5.169, -5.069, 1.264], [0.626, 2.505, -1.547], [-0.603, 3.236, -0.497]], "forces_ev_per_a": [[-0.2199, -0.0070, -0.1008], [0.3017, -0.0229, 0.2235], [0.1332, -0.0061, 0.1845], [-0.1471, 0.0200, -0.2915], [0.0878, -0.0091, 0.0848], [-0.0642, -0.0367, 0.1349], [-0.1030, -0.0208, -0.1169], [-0.0811, 0.0523, -0.1539], [-0.0800, -0.1146, -0.2744], [-0.4221, 0.1756, -0.0231], [0.4757, 0.4411, 0.2481], [0.1024, -0.4304, -0.1644], [-0.1469, 0.0070, 0.0337], [0.2888, -0.1421, 0.0009], [-0.2247, 0.1776, -0.1060], [0.2897, 0.0396, 0.6298], [0.8889, 0.1614, -0.4511], [-0.2894, 0.1557, 0.0210], [-0.0744, -0.3634, -0.0379], [0.0033, -0.2673, 0.2595], [-0.0947, 0.7411, -0.1856], [0.0493, 0.0280, -0.0119], [0.0429, 0.0534, 0.1843], [-0.0616, 0.5107, -0.1145], [0.0085, -0.0119, 0.2673], [0.0510, -0.0906, -0.0047], [0.1743, -0.0359, -0.0856], [-0.4532, -0.4855, -0.2116], [0.2141, 0.0141, -0.0367], [0.1468, 0.1564, -0.1253], [0.0255, -0.3782, -0.0459], [0.1087, 0.0701, 0.1837], [0.1251, 0.0772, 0.2029], [-0.1275, -0.4242, -0.3295], [0.0137, 0.0440, 0.0107], [0.0272, -0.0437, -0.0013], [-0.0643, -0.0140, 0.0734], [-0.0863, 0.0046, -0.0639], [-0.0703, -0.0123, 0.0573], [0.0181, -0.0146, 0.0988], [0.1020, 0.0349, 0.0251], [-0.0793, 0.1657, -0.0551], [0.1162, -0.1294, 0.0764], [0.1307, -0.0200, 0.0405], [-0.1799, -0.0100, -0.0420], [-0.0943, 0.0081, 0.0045], [-0.1113, 0.0097, 0.0334], [0.0564, -0.0047, 0.0352], [0.0054, -0.0097, 0.0672], [-0.1899, 0.0796, 0.1640], [0.0651, -0.0051, -0.0237], [0.0550, 0.0240, 0.1575], [0.0051, 0.0068, 0.0091], [-0.0905, -0.0075, -0.1640], [-0.0282, -0.0566, -0.0266], [-0.0060, -0.0247, -0.0140], [-0.0291, 0.1264, 0.0516], [0.0065, -0.1104, 0.0619], [-0.1089, -0.0464, -0.0959], [-0.0624, 0.0886, 0.0325], [-0.0099, -0.0489, -0.0979], [-0.0867, -0.0585, -0.0799], [-0.0210, 0.0514, -0.0007], [-0.2605, -0.0497, -0.0578], [0.0497, -0.0122, -0.0642]], "mulliken_charge": [-0.97, -0.39, 0.44, -0.60, -0.61, -0.89, -0.01, 0.57, -1.01, -0.06, -0.88, -0.69, 2.79, -0.92, -0.34, -1.00, 0.17, 1.31, -0.71, -0.75, -0.30, -0.36, -1.42, -0.01, 1.27, -0.40, -1.20, -0.22, -1.13, 0.20, 0.89, -1.33, -0.63, -1.35, 0.37, 0.37, 0.24, 0.39, 0.37, 0.39, 0.41, 0.31, 0.42, 0.37, -1.00, 0.44, 0.37, 0.48, 0.13, 0.47, 0.34, 0.63, 0.57, 0.52, 0.34, 0.32, 0.54, 0.38, 0.38, 0.10, 0.31, 0.30, 0.37, 0.42, 0.47]}



# 3
{"formula": "C25H31N3O6", "method": "ωB97M-V with the def2-TZVPD basis set", "e_lumo_ev": 0.61, "homo_energy_ev": -7.819, "total_charge": 0, "de_lowest_ev": 0.9644, "homo_lumo_gap_ha": 0.3096, "smiles": "COc1ccc(CC(=O)NC2CCN(CC(=O)Nc3ccc4c(c3)OCCO4)CC2)cc1OC", "symbols": ["C", "O", "C", "C", "C", "C", "C", "C", "O", "N", "C", "C", "C", "N", "C", "C", "O", "N", "C", "C", "C", "C", "C", "C", "O", "C", "C", "O", "C", "C", "C", "C", "O", "C", "H", "H", "H", "H", "H", "H", "H", "H", "H", "H", "H", "H", "H", "H", "H", "H", "H", "H", "H", "H", "H", "H", "H", "H", "H", "H", "H", "H", "H", "H", "H"], "coordinates": [[-2.221, -3.255, 7.316], [-2.285, -1.973, 6.734], [-2.972, -1.752, 5.576], [-3.151, -0.406, 5.272], [-3.810, 0.003, 4.129], [-4.326, -0.940, 3.256], [-5.003, -0.550, 1.973], [-4.056, -0.827, 0.806], [-4.310, -1.599, -0.093], [-2.906, -0.125, 0.885], [-1.809, -0.290, -0.043], [-0.610, -0.965, 0.629], [0.533, -1.090, -0.386], [0.943, 0.178, -0.959], [1.707, 1.031, -0.066], [2.566, 2.031, -0.848], [2.882, 3.105, -0.383], [2.924, 1.543, -2.059], [3.687, 2.137, -3.066], [4.304, 3.377, -2.913], [5.030, 3.914, -3.956], [5.169, 3.233, -5.158], [4.584, 1.971, -5.300], [3.839, 1.439, -4.259], [4.722, 1.226, -6.444], [5.746, 1.695, -7.292], [5.664, 3.215, -7.427], [5.878, 3.826, -6.175], [-0.188, 0.857, -1.573], [-1.378, 1.056, -0.626], [-4.148, -2.287, 3.547], [-3.478, -2.717, 4.683], [-3.277, -4.043, 4.971], [-3.816, -5.012, 4.106], [-1.730, -3.104, 8.278], [-3.217, -3.673, 7.480], [-1.633, -3.948, 6.711], [-2.752, 0.314, 5.968], [-3.935, 1.059, 3.935], [-5.262, 0.510, 1.979], [-5.909, -1.135, 1.813], [-2.736, 0.435, 1.708], [-2.191, -0.936, -0.842], [-0.894, -1.953, 0.993], [-0.285, -0.367, 1.484], [1.403, -1.560, 0.080], [0.204, -1.727, -1.213], [2.397, 0.407, 0.510], [1.103, 1.604, 0.650], [2.518, 0.638, -2.275], [4.199, 3.913, -1.986], [5.502, 4.879, -3.861], [3.386, 0.469, -4.398], [5.602, 1.202, -8.255], [6.727, 1.422, -6.881], [6.438, 3.596, -8.095], [4.673, 3.489, -7.815], [0.153, 1.824, -1.951], [-0.509, 0.249, -2.424], [-2.205, 1.510, -1.172], [-1.099, 1.731, 0.186], [-4.541, -3.007, 2.848], [-4.906, -4.937, 4.044], [-3.547, -5.972, 4.545], [-3.388, -4.942, 3.101]], "forces_ev_per_a": [[0.1006, -0.3968, 0.3070], [-0.0388, 0.2194, -0.3430], [-0.0022, 0.1989, 0.0296], [0.0928, -0.3001, 0.0831], [-0.1156, -0.1233, -0.0673], [-0.0541, 0.1124, 0.2282], [0.0323, -0.2085, -0.1635], [-0.2651, 0.3480, 0.3629], [-0.1592, -0.3699, -0.3167], [0.3268, 0.2515, -0.0864], [0.1241, 0.0798, 0.0462], [-0.0319, -0.0409, -0.3986], [-0.0319, -0.1639, 0.2578], [0.1821, -0.0822, 0.0745], [-0.0657, 0.0706, 0.0133], [-0.1983, -0.3484, 0.0184], [0.0789, 0.2563, 0.1617], [-0.0646, -0.3632, -0.1399], [0.2817, 0.2541, -0.2483], [-0.0391, 0.0740, 0.1651], [0.0230, -0.2535, -0.3645], [-0.0922, -0.0124, 0.0086], [0.0930, 0.0853, 0.0615], [0.0799, 0.1596, -0.0347], [-0.3014, 0.0186, 0.3197], [0.3265, 0.4365, -0.2249], [-0.1075, -0.4468, -0.2875], [0.0651, 0.0427, 0.3354], [-0.1895, 0.2093, 0.0273], [0.1022, -0.3055, -0.1794], [-0.0122, -0.0222, 0.0347], [0.0602, -0.1685, 0.0781], [0.1140, 0.5344, 0.1550], [-0.0843, -0.1824, -0.1568], [-0.0474, -0.0351, -0.0537], [0.0653, 0.0158, -0.0023], [-0.0635, 0.0633, 0.0919], [0.0500, 0.0654, 0.1089], [-0.0437, 0.1239, -0.0317], [-0.0327, -0.0009, 0.0120], [0.0523, 0.0743, -0.0652], [-0.0629, -0.0893, 0.0130], [0.0765, 0.0769, 0.0785], [-0.0218, -0.0168, 0.0651], [-0.0046, 0.0169, 0.0961], [-0.0262, -0.0387, -0.0771], [0.0245, -0.0716, 0.0503], [-0.0492, 0.0272, 0.0159], [0.1180, 0.0155, -0.0717], [-0.0384, 0.1575, 0.1587], [-0.0048, 0.0192, 0.0312], [0.0531, 0.1395, 0.0131], [-0.0549, -0.1593, -0.0239], [0.0584, 0.0678, 0.0605], [-0.1003, -0.0046, -0.0609], [-0.0874, -0.0669, 0.0064], [0.1090, -0.0009, 0.0173], [-0.0337, -0.0501, -0.1077], [-0.0187, 0.0869, -0.0464], [-0.0402, 0.0473, 0.0299], [-0.0332, 0.0720, 0.0550], [-0.0324, -0.1520, -0.0581], [0.0430, 0.0090, -0.0157], [-0.0487, 0.0382, -0.0802], [-0.0347, 0.0067, 0.0338]], "mulliken_charge": [-0.71, -0.47, 0.45, -0.77, -0.42, -0.23, -1.38, 0.66, -0.68, 0.03, -0.34, -0.52, -1.22, 0.03, -0.54, 0.34, -0.68, -0.04, 0.62, -0.52, -0.88, 0.50, 0.38, -0.74, -0.46, -0.45, -0.47, -0.47, -1.00, -0.66, -0.44, 1.25, -0.45, -0.93, 0.29, 0.29, 0.23, 0.44, 0.45, 0.39, 0.33, 0.36, 0.27, 0.41, 0.27, 0.49, 0.42, 0.56, 0.18, 0.18, 0.53, 0.43, 0.43, 0.34, 0.29, 0.34, 0.29, 0.41, 0.52, 0.37, 0.26, 0.50, 0.36, 0.25, 0.35]}



> Which formula does entry 2 have?

C25H31N3O5S



> Number 3 is which compound?

C25H31N3O6